Entry 1:
# C23H30ClN3O3PPdSbTe

A molecular structure, C23H30ClN3O3PPdSbTe (ωB97M-V/def2-TZVPD, OMol25).

Values from the calculation:
- HOMO level: -6.4 eV
- Frontier orbital gap: 6.354 eV
- Total charge: 0
- Spin multiplicity: 1

Element x y z (Å)
Pd -0.928 -0.128 -0.217
C -0.413 -3.305 -1.045
C -1.859 -3.026 -0.776
C -2.841 -3.959 -1.105
C -4.161 -3.705 -0.796
C -4.483 -2.525 -0.138
C -3.471 -1.626 0.146
N -2.193 -1.874 -0.181
Sb -3.964 0.149 1.275
C -2.201 0.082 2.519
C -2.411 0.214 3.884
C -1.324 0.151 4.743
C -0.073 -0.059 4.205
C 0.080 -0.188 2.826
C 1.423 -0.433 2.226
N -0.976 -0.101 2.002
C -3.281 1.782 0.040
C -4.218 2.714 -0.369
C -3.787 3.808 -1.111
C -2.441 3.941 -1.377
C -1.544 2.977 -0.917
C -0.073 3.131 -1.141
N -1.975 1.909 -0.238
H -0.276 -3.775 -2.019
H 0.187 -2.395 -1.023
H -0.030 -3.991 -0.285
H -2.552 -4.874 -1.603
H -4.932 -4.418 -1.056
H -5.505 -2.301 0.138
H -3.412 0.360 4.267
H -1.456 0.255 5.812
H 0.801 -0.133 4.838
H 2.157 -0.648 3.001
H 1.378 -1.260 1.519
H 1.750 0.424 1.638
H -5.264 2.582 -0.126
H -4.495 4.545 -1.468
H -2.066 4.786 -1.939
H 0.135 3.505 -2.144
H 0.325 3.857 -0.427
H 0.452 2.188 -0.995
Cl -2.823 -0.055 -2.722
C -1.108 -0.125 -2.187
H -0.609 0.753 -2.590
H -0.672 -1.024 -2.615
C 4.972 2.437 -0.848
C 3.464 2.330 -0.922
O 3.080 1.435 -1.976
P 2.519 -0.027 -1.616
O 1.335 0.110 -0.689
Te 2.274 -1.268 -3.592
O 3.767 -0.555 -0.715
C 3.819 -1.930 -0.332
C 5.027 -2.127 0.555
H 5.258 3.166 -0.087
H 5.375 2.759 -1.807
H 5.406 1.471 -0.596
H 3.016 3.296 -1.165
H 3.042 1.992 0.027
H 3.878 -2.543 -1.234
H 2.900 -2.202 0.197
H 5.938 -1.863 0.017
H 5.099 -3.169 0.868
H 4.959 -1.499 1.445



Entry 2:
# C4H10NO2

2 unconnected molecules or ions with the total composition C4H10NO2 (ωB97M-V/def2-TZVPD, OMol25).

Values from the calculation:
- HOMO level: -13.5 eV
- Frontier orbital gap: 9.337 eV
- Total charge: +1
- Spin multiplicity: 1

Element x y z (Å)
C -1.934 0.018 -0.664
C -1.411 -1.064 0.194
C -0.829 0.955 -0.210
C 2.222 -0.073 0.424
N -0.307 -0.137 0.717
O 2.183 -1.237 -0.086
O 2.482 0.910 -0.292
H -1.954 -0.305 -1.721
H -2.881 0.384 -0.414
H -2.150 -1.292 0.944
H -0.914 -1.911 -0.252
H 0.019 1.067 -0.917
H -1.129 1.933 0.049
H 2.043 0.043 1.549
H -0.473 0.270 1.650
H 2.320 -1.273 -1.077
H 2.712 1.712 0.105



Entry 3:
# C24H32BaN8O2S3Se2

A molecular structure, C24H32BaN8O2S3Se2 (ωB97M-V/def2-TZVPD, OMol25).

Values from the calculation:
- HOMO level: -7.2 eV
- Frontier orbital gap: 7.418 eV
- Total charge: 0
- Spin multiplicity: 1

Element x y z (Å)
Ba -0.109 0.308 -1.476
C 2.447 1.982 3.586
C 2.009 2.870 2.485
N 2.296 4.126 2.358
N 1.657 4.499 1.210
C 0.983 3.507 0.612
S 0.029 3.583 -0.766
N 1.228 2.448 1.432
N 0.705 1.172 1.218
H 3.054 2.557 4.279
H 3.033 1.147 3.197
H 1.582 1.576 4.115
H 1.701 5.448 0.883
H 1.282 0.491 1.711
H -0.270 1.158 1.564
C -0.402 -3.160 3.370
Se 0.304 -1.395 3.770
C 2.126 -1.918 4.219
C 2.921 -2.587 3.110
Se 3.169 -1.544 1.474
C 1.746 -2.363 0.423
H -0.218 -3.829 4.208
H 0.027 -3.554 2.454
H -1.474 -3.047 3.230
H 2.077 -2.573 5.090
H 2.609 -0.992 4.535
H 2.465 -3.529 2.806
H 3.920 -2.820 3.481
H 1.815 -3.439 0.563
H 1.930 -2.143 -0.628
H 0.762 -2.014 0.731
C -3.639 -2.347 -0.772
C -2.500 -1.353 -0.827
O -2.639 -0.342 -1.571
O -1.453 -1.579 -0.154
H -4.589 -1.815 -0.728
H -3.532 -3.024 0.072
H -3.629 -2.930 -1.694
S -6.622 0.496 0.769
C -4.944 0.897 1.093
C -4.190 -0.067 1.760
C -2.844 0.162 1.955
N -2.220 1.276 1.565
C -2.961 2.207 0.964
C -4.312 2.067 0.700
C -7.192 1.940 -0.089
C -7.527 3.103 0.592
C -7.993 4.183 -0.141
N -8.149 4.166 -1.464
C -7.829 3.046 -2.102
C -7.342 1.909 -1.466
H -4.635 -0.996 2.091
H -2.227 -0.595 2.422
H -2.437 3.101 0.646
H -4.839 2.853 0.178
H -7.428 3.165 1.667
H -8.257 5.107 0.360
H -7.962 3.049 -3.178
H -7.078 1.027 -2.033
C 2.238 -0.058 -7.969
C 1.749 0.266 -6.588
C 1.252 1.536 -6.283
C 0.810 1.722 -4.995
N 0.853 0.762 -4.074
C 1.359 -0.444 -4.440
S 1.434 -1.692 -3.244
N 1.800 -0.702 -5.687
H 2.891 0.729 -8.346
H 1.391 -0.140 -8.654
H 2.770 -1.005 -7.958
H 1.217 2.329 -7.017
H 0.409 2.679 -4.673



Entry 4:
# C4H9NO

A single C4H9NO molecule (ωB97M-V/def2-TZVPD, OMol25).

Values from the calculation:
- HOMO level: -9.8 eV
- Frontier orbital gap: 10.799 eV
- Total charge: 0
- Spin multiplicity: 1
- SMILES string: C[C@@H](O)[C@H]1CN1

Element x y z (Å)
C 0.828 -1.520 -0.920
C -0.347 -0.823 -0.221
O -0.331 -1.189 1.141
C -0.300 0.709 -0.309
C -0.920 1.549 0.745
N 0.522 1.298 0.746
H 0.669 -2.604 -0.931
H 1.002 -1.180 -1.945
H 1.750 -1.355 -0.346
H -1.313 -1.155 -0.629
H 0.365 -0.613 1.506
H -0.251 1.154 -1.304
H -1.466 1.078 1.559
H -1.259 2.551 0.486
H 1.050 2.101 0.424



Entry 5:
# C6H11N4O

2 unconnected molecules or ions with the total composition C6H11N4O (ωB97M-V/def2-TZVPD, OMol25).

Values from the calculation:
- HOMO level (spin up / spin down): -3.1 / -3.1 eV
- Frontier orbital gap (spin up / spin down): 6.842 / 6.914 eV
- Total charge: -1
- Spin multiplicity: 1

Element x y z (Å)
C -0.895 0.838 -0.733
C 0.883 -1.647 0.513
C -1.149 -0.844 1.774
C 1.917 1.252 -1.484
C 0.074 1.368 0.212
C 0.287 -0.703 1.454
N -1.934 -0.004 -2.365
N -0.704 0.155 -1.958
N -2.193 1.013 -0.499
N -2.809 0.448 -1.468
O 1.413 1.685 -0.254
H 0.303 -2.519 0.416
H 0.671 -1.312 -0.508
H 1.906 -1.870 0.727
H -1.694 0.166 1.867
H -1.683 -1.635 1.281
H -1.126 -1.266 2.833
H 1.204 0.385 -1.817
H 3.054 0.958 -1.287
H 1.859 2.067 -2.148
H -0.218 2.002 1.068
H 0.833 -0.538 2.375



Entry 6:
# C4H8O2

A single C4H8O2 molecule (ωB97M-V/def2-TZVPD, OMol25).

Values from the calculation:
- HOMO level: -9.9 eV
- Frontier orbital gap: 10.785 eV
- Total charge: 0
- Spin multiplicity: 1
- SMILES string: C[C@H](C=O)CO

Element x y z (Å)
C -1.221 -1.043 0.251
C -0.222 0.098 0.451
C 1.188 -0.329 0.019
O 2.104 0.750 0.063
C -0.611 1.313 -0.375
O -0.902 1.238 -1.547
H -2.201 -0.796 0.673
H -0.868 -1.961 0.734
H -1.352 -1.238 -0.818
H -0.172 0.398 1.504
H 1.555 -1.099 0.707
H 1.138 -0.772 -0.985
H 2.152 1.143 -0.815
H -0.589 2.297 0.138



Entry 7:
# C4H12O

2 unconnected molecules or ions with the total composition C4H12O (ωB97M-V/def2-TZVPD, OMol25).

Values from the calculation:
- HOMO level: -10.3 eV
- Frontier orbital gap: 11.287 eV
- Total charge: 0
- Spin multiplicity: 1
- SMILES string: CCO.CC

Element x y z (Å)
C 0.176 2.163 -0.728
C 0.072 3.465 0.067
H 0.531 1.360 -0.092
H -0.793 1.848 -1.134
H 0.829 2.288 -1.595
H -0.112 4.328 -0.576
H 0.998 3.632 0.611
H -0.743 3.405 0.784
C 0.083 -1.485 0.087
C 0.849 -2.789 0.092
O -1.210 -1.662 0.673
H 0.593 -0.713 0.669
H -0.050 -1.010 -0.891
H 0.144 -3.620 0.041
H -1.910 -1.560 0.030
H 1.526 -2.880 0.939
H 1.474 -2.933 -0.788



Entry 8:
# C27H46F6N3O7PS2

3 unconnected molecules or ions with the total composition C27H46F6N3O7PS2 (ωB97M-V/def2-TZVPD, OMol25).

Values from the calculation:
- Expectation value of S²: 2.009
- HOMO level: -8.3 eV
- Frontier orbital gap: 7.058 eV
- Total charge: 0
- Spin multiplicity: 3

Element x y z (Å)
C 0.787 -0.476 -1.168
C 0.552 0.894 -1.976
S 0.611 2.409 -0.862
C -0.395 3.655 -1.859
N -0.609 4.951 -1.130
P 0.807 5.979 -1.416
S 2.222 5.531 -0.134
C -1.767 5.712 -1.643
O -2.600 6.130 -0.791
O -2.013 6.062 -3.018
C -2.931 5.141 -3.639
O -2.404 4.146 -4.206
C -4.518 5.345 -3.687
F -4.743 6.759 -3.476
F -5.050 5.090 -4.997
C -5.336 4.589 -2.526
F -5.589 5.480 -1.447
F -6.636 4.293 -3.084
C -4.724 3.181 -2.066
F -3.644 3.322 -1.116
F -4.399 2.308 -3.137
C -5.897 2.415 -1.227
O -6.454 1.388 -1.690
O -6.278 2.870 0.072
H 1.886 -0.825 -1.329
H 0.132 -1.341 -1.570
H 0.577 -0.331 -0.049
H 1.323 0.959 -2.833
H -0.481 0.819 -2.498
H 0.131 3.858 -2.865
H -1.372 3.108 -2.120
H 1.320 5.874 -2.765
H 0.401 7.338 -1.206
H -5.802 2.321 0.741
C -4.840 0.400 2.418
C -3.798 -0.470 1.664
C -4.282 -1.935 1.583
C -4.117 -2.721 2.881
C -2.698 -2.589 3.422
C -2.255 -1.120 3.580
N -2.469 -0.324 2.333
O -1.509 -0.692 1.439
C -3.016 -0.479 4.765
C -0.775 -1.094 4.045
C -3.808 0.103 0.218
H -4.366 1.250 2.916
H -5.586 0.825 1.739
H -5.404 -0.167 3.161
H -3.727 -2.464 0.798
H -5.335 -1.965 1.282
H -4.844 -2.381 3.625
H -4.341 -3.776 2.699
H -2.630 -3.109 4.383
H -2.015 -3.116 2.745
H -2.772 0.583 4.863
H -2.744 -0.964 5.708
H -4.099 -0.572 4.695
H -0.109 -1.627 3.362
H -0.667 -1.577 5.021
H -0.413 -0.066 4.146
H -3.454 1.138 0.198
H -4.818 0.089 -0.203
H -3.192 -0.486 -0.468
C 6.527 -3.697 1.493
C 5.213 -3.345 0.744
C 4.744 -4.544 -0.112
C 5.527 -4.730 -1.409
C 5.598 -3.427 -2.196
C 6.148 -2.255 -1.357
N 5.429 -2.100 -0.056
O 4.209 -1.557 -0.321
C 7.662 -2.462 -1.115
C 6.093 -0.963 -2.214
C 4.173 -3.155 1.884
H 7.129 -2.806 1.685
H 6.332 -4.146 2.472
H 7.140 -4.421 0.952
H 3.686 -4.420 -0.373
H 4.805 -5.468 0.475
H 6.533 -5.105 -1.195
H 5.042 -5.499 -2.019
H 6.218 -3.578 -3.086
H 4.593 -3.186 -2.565
H 8.069 -1.681 -0.468
H 8.214 -2.424 -2.059
H 7.909 -3.428 -0.676
H 5.087 -0.739 -2.577
H 6.726 -1.058 -3.101
H 6.453 -0.099 -1.646
H 4.434 -2.304 2.520
H 4.126 -4.044 2.520
H 3.159 -3.004 1.503